Formula: C21H17N5O4
Source: the Open Molecules 2025 dataset
Level of theory: ωB97M-V/def2-TZVPD

Geometry (Å):
O1 -0.30 -0.45 1.29
C1 -0.60 0.11 0.27
N1 0.08 -0.07 -0.90
H1 -0.33 0.22 -1.78
N2 0.97 -1.14 -1.00
C2 2.30 -0.91 -0.70
C3 3.12 -1.96 -0.30
C4 4.47 -1.74 -0.09
C5 5.03 -0.47 -0.25
C6 4.21 0.57 -0.64
C7 2.86 0.36 -0.87
H2 2.23 1.18 -1.17
H3 4.62 1.56 -0.77
H4 6.08 -0.33 -0.06
N3 5.31 -2.84 0.31
O2 4.80 -3.94 0.39
O3 6.47 -2.60 0.54
H5 2.72 -2.96 -0.16
H6 0.59 -2.00 -0.61
C8 -1.66 1.18 0.18
C9 -1.40 2.50 0.18
C10 -0.09 3.13 0.25
C11 1.00 2.59 0.93
C12 2.20 3.27 0.93
C13 2.27 4.49 0.26
N4 1.24 5.02 -0.37
C14 0.10 4.37 -0.37
H7 -0.71 4.85 -0.90
H8 3.19 5.06 0.23
H9 3.06 2.88 1.45
H10 0.91 1.66 1.47
H11 -2.24 3.18 0.09
N5 -2.96 0.69 0.14
C15 -3.25 -0.61 -0.15
O4 -2.38 -1.40 -0.46
C16 -4.69 -0.98 -0.05
C17 -4.99 -2.30 0.28
C18 -6.30 -2.71 0.38
C19 -7.33 -1.81 0.15
C20 -7.04 -0.50 -0.20
C21 -5.72 -0.08 -0.30
H12 -5.52 0.93 -0.61
H13 -7.84 0.19 -0.40
H14 -8.36 -2.13 0.23
H15 -6.53 -3.73 0.65
H16 -4.17 -2.99 0.45
H17 -3.71 1.34 0.36

energy above the lowest of the compared OMol25 structures with the same formula, charge and spin	0.0	kcal/mol
HOMO level	-0.3197	hartree
lowest unoccupied orbital energy	-0.3	eV
structure (SMILES)	O=C(NNc1cccc([N+](=O)[O-])c1)/C(=C\c1cccnc1)NC(=O)c1ccccc1

=====

Formula: H20O10
Source: the Open Molecules 2025 dataset
Level of theory: ωB97M-V/def2-TZVPD

Geometry (Å):
H1 0.13 0.60 0.13
H2 -0.44 -0.55 -0.68
H3 -4.59 0.08 -1.06
H4 -3.88 0.55 -2.32
H5 3.19 -2.03 1.91
H6 3.91 -1.04 1.00
H7 -1.89 -1.72 2.59
H8 -1.42 -0.59 1.70
H9 -0.19 2.49 -0.89
H10 0.54 3.32 0.15
H11 2.31 -3.45 -1.02
H12 1.61 -3.48 0.33
H13 2.77 4.24 -0.06
H14 2.86 4.60 1.41
H15 2.66 -0.91 -1.72
H16 3.35 -2.15 -2.28
H17 -3.08 2.31 -0.28
H18 -1.83 1.44 -0.22
H19 -4.10 -1.90 0.37
H20 -2.82 -1.40 1.03
O1 -0.44 0.41 -0.62
O2 -3.79 0.53 -1.36
O3 3.82 -1.98 1.17
O4 -1.13 -1.16 2.41
O5 0.56 2.46 -0.28
O6 1.60 -3.89 -0.54
O7 3.26 4.79 0.55
O8 2.50 -1.69 -2.27
O9 -2.17 2.30 0.05
O10 -3.30 -2.21 0.81

energy above the lowest of the compared OMol25 structures with the same formula, charge and spin	83.3	kcal/mol
HOMO level	-0.3971	hartree
lowest unoccupied orbital energy	-0.1	eV
structure (SMILES)	O.O.O.O.O.O.O.O.O.O

=====

Formula: C6H12O2
Source: the Open Molecules 2025 dataset
Level of theory: ωB97M-V/def2-TZVPD

Geometry (Å):
C1 2.00 -0.14 0.54
C2 0.64 0.62 -1.38
C3 1.12 1.86 -1.43
O1 1.00 -0.42 -0.41
H1 0.19 0.13 -2.23
H2 1.60 0.45 1.37
H3 2.85 0.42 0.13
H4 2.37 -1.10 0.92
H5 1.59 2.34 -0.58
H6 1.01 2.46 -2.31
C4 -1.36 -1.95 0.43
C5 -1.70 0.58 0.37
C6 -1.03 -0.61 1.02
O2 -0.50 -0.46 2.11
H7 -0.84 -2.74 0.97
H8 -2.44 -2.12 0.48
H9 -2.73 0.68 0.73
H10 -1.53 0.49 -0.74
H11 -1.17 1.50 0.61
H12 -1.07 -1.98 -0.61

energy above the lowest of the compared OMol25 structures with the same formula, charge and spin	60.8	kcal/mol
HOMO level	-0.3398	hartree
lowest unoccupied orbital energy	1.0	eV
structure (SMILES)	CC(C)=O.C=COC

=====

Formula: C5H10O
Source: the Open Molecules 2025 dataset
Level of theory: ωB97M-V/def2-TZVPD

Geometry (Å):
C1 1.17 1.48 0.02
C2 -0.36 1.39 -0.05
C3 -0.92 0.05 0.44
C4 -0.40 -1.10 -0.40
C5 0.87 -1.78 -0.06
O1 -0.83 -2.43 0.04
H1 1.64 0.74 -0.64
H2 1.53 1.29 1.03
H3 1.52 2.47 -0.29
H4 -0.69 1.57 -1.08
H5 -0.80 2.20 0.55
H6 -2.01 0.07 0.39
H7 -0.62 -0.11 1.48
H8 -0.72 -1.03 -1.44
H9 1.20 -2.31 -0.98
H10 -0.57 -2.51 0.98

energy above the lowest of the compared OMol25 structures with the same formula, charge and spin	96.1	kcal/mol
HOMO level	-0.3166	hartree
lowest unoccupied orbital energy	0.8	eV

=====

Formula: C6H16N5
Source: the Open Molecules 2025 dataset
Level of theory: ωB97M-V/def2-TZVPD

Geometry (Å):
C1 1.48 -1.10 0.36
C2 2.95 -0.68 -0.01
C3 -1.17 -0.37 0.22
C4 0.30 -0.26 -0.17
C5 -1.77 0.93 -0.40
C6 -1.74 -1.62 -0.51
N1 2.96 0.81 0.05
N2 -0.63 1.94 -0.06
N3 1.89 1.48 -0.47
N4 -2.93 1.33 0.37
N5 0.53 1.14 0.23
H1 1.25 -2.10 -0.06
H2 1.36 -1.21 1.38
H3 3.80 -1.12 0.51
H4 3.15 -0.93 -1.13
H5 -1.37 -0.22 1.26
H6 0.40 -0.23 -1.33
H7 -1.93 0.84 -1.44
H8 -1.90 -1.38 -1.57
H9 -2.68 -1.95 0.00
H10 -1.05 -2.49 -0.26
H11 3.49 1.15 0.82
H12 -0.57 2.70 -0.62
H13 2.04 2.40 -0.22
H14 -2.79 1.49 1.34
H15 -3.78 0.83 0.16
H16 0.63 1.13 1.36

net charge	+1
energy above the lowest of the compared OMol25 structures with the same formula, charge and spin	109.1	kcal/mol
HOMO level	-0.4696	hartree
lowest unoccupied orbital energy	-2.8	eV
structure (SMILES)	C[C@@H]1[C@@H](N)N[N@@H+]2NNCC[C@@H]12

=====

Formula: C2H7N3S2
Source: the Open Molecules 2025 dataset
Level of theory: ωB97M-V/def2-TZVPD

Geometry (Å):
C1 -1.57 0.24 0.36
C2 0.45 -0.43 -0.56
N1 -0.33 0.50 -0.02
N2 -2.44 1.07 0.83
N3 -0.08 -1.46 -1.14
S1 4.33 0.87 0.30
S2 3.39 -0.20 -0.94
H1 -2.01 -0.75 0.16
H2 0.01 1.48 0.11
H3 -3.27 0.66 1.14
H4 -2.39 2.09 1.03
H5 -1.06 -1.74 -1.02
H6 0.69 -2.17 -1.49
H7 4.28 -0.14 1.22

net charge	+2
energy above the lowest of the compared OMol25 structures with the same formula, charge and spin	48.0	kcal/mol
HOMO level (spin up / spin down)	-0.6423 / -0.6423	hartree
lowest unoccupied orbital energy (spin up / spin down)	-10.4 / -10.4	eV

=====

Formula: C6H24AsF6O6
Source: the Open Molecules 2025 dataset
Level of theory: ωB97M-V/def2-TZVPD

Geometry (Å):
As1 0.46 -1.27 -0.17
F1 1.67 -0.12 -0.60
F2 1.62 -2.55 -0.36
F3 -0.66 -2.54 0.25
F4 -0.72 -0.04 0.05
F5 -0.10 -1.48 -1.82
F6 0.89 -1.13 1.51
O1 2.25 -5.27 -1.29
H1 1.33 -5.05 -1.44
H2 2.60 -4.47 -0.88
O2 1.32 -0.40 -4.06
H3 0.93 -0.74 -3.24
H4 2.27 -0.39 -3.87
O3 -0.09 -3.77 2.74
H5 0.69 -3.31 3.05
H6 -0.52 -3.12 2.17
O4 -2.62 -3.27 -2.76
H7 -2.55 -4.12 -2.31
H8 -2.01 -2.70 -2.29
C1 3.40 2.32 4.29
C2 2.22 1.74 3.52
C3 1.97 2.43 2.18
O5 2.45 0.33 3.32
H9 4.31 2.39 3.69
H10 3.66 1.62 5.09
H11 3.09 3.28 4.71
H12 1.34 1.75 4.17
H13 2.61 1.96 1.44
H14 2.33 3.47 2.26
H15 0.92 2.50 1.94
H16 2.30 0.10 2.40
C4 -2.37 1.50 -3.01
C5 -3.11 2.40 -2.05
C6 -4.22 1.64 -1.33
O6 -2.19 2.94 -1.08
H17 -1.58 1.95 -3.60
H18 -3.02 0.93 -3.68
H19 -1.89 0.71 -2.42
H20 -3.52 3.27 -2.56
H21 -4.76 2.28 -0.63
H22 -3.79 0.78 -0.81
H23 -4.96 1.29 -2.05
H24 -1.96 2.20 -0.50

net charge	-1
HOMO level	-0.2794	hartree
lowest unoccupied orbital energy	3.0	eV

=====

Formula: C8H17N2
Source: the Open Molecules 2025 dataset
Level of theory: ωB97M-V/def2-TZVPD

Geometry (Å):
C1 -0.97 -0.66 0.29
C2 1.63 -1.37 0.76
C3 0.45 -0.47 0.84
C4 1.61 -0.13 -0.10
C5 2.56 1.04 0.44
C6 1.45 -0.04 -1.60
C7 -1.22 1.73 0.48
C8 -3.01 0.03 -0.25
N1 -1.75 0.42 0.31
N2 -1.24 -1.90 -0.18
H1 2.42 -1.39 1.52
H2 1.54 -2.27 0.22
H3 0.50 -0.06 1.76
H4 3.38 1.06 -0.37
H5 2.83 0.68 1.45
H6 2.10 1.96 0.36
H7 1.36 1.07 -1.82
H8 0.66 -0.64 -2.06
H9 2.25 -0.54 -1.97
H10 -0.14 1.82 0.91
H11 -1.27 2.37 -0.42
H12 -2.04 2.17 1.17
H13 -3.62 -0.56 0.34
H14 -3.71 0.95 -0.43
H15 -2.92 -0.46 -1.30
H16 -0.65 -2.71 -0.12
H17 -2.20 -2.11 -0.22

net charge	+1
energy above the lowest of the compared OMol25 structures with the same formula, charge and spin	66.2	kcal/mol
HOMO level	-0.5031	hartree
lowest unoccupied orbital energy	-3.0	eV
structure (SMILES)	CN(C)C(=[NH2+])[C@H]1CC1(C)C